No. 1
44
Properties=species:S:1:pos:R:3 method="wB97M-V/def2-TZVPD" total_energy_ev=-34036.506 total_charge=+3 molar_mass_g_mol=344.378 e_above_lowest_ev=0.309 max_force_ev_per_a=0.99
Al -0.03148 0.48721 0.55132
C 0.59172 -0.55719 -2.01138
N 0.04182 -1.10079 -0.75488
C -1.30268 -1.66669 -0.96188
C -2.22978 -1.23609 0.13992
C -3.47408 -1.81689 0.33122
C -4.29838 -1.34079 1.34222
C -3.86348 -0.26279 2.10982
C -2.61908 0.26731 1.86062
N -1.79698 -0.21799 0.90762
C 0.97022 -2.08559 -0.17588
C 2.10802 -1.34129 0.46302
C 3.38122 -1.85769 0.62382
C 4.32882 -1.11299 1.31612
C 3.98802 0.15431 1.78272
C 2.72002 0.63121 1.52812
N 1.78502 -0.11009 0.90232
C 0.18672 0.88131 -2.17628
C 0.11062 1.47201 -3.42498
C -0.19348 2.82391 -3.51878
C -0.44038 3.53661 -2.34828
C -0.38408 2.87951 -1.13788
N -0.06758 1.57191 -1.03978
H 0.27712 -1.13949 -2.88368
H 1.68722 -0.59229 -1.98258
H -1.26008 -2.75909 -1.02888
H -1.72698 -1.29429 -1.90218
H -3.80108 -2.61869 -0.31538
H -5.26038 -1.79389 1.53202
H -4.48708 0.15401 2.88402
H -2.25198 1.11491 2.42442
H 1.33192 -2.80219 -0.92038
H 0.44422 -2.64609 0.60442
H 3.62792 -2.82899 0.22142
H 5.31892 -1.50699 1.49202
H 4.70722 0.75951 2.31542
H 2.42572 1.63971 1.80032
H 0.28392 0.87791 -4.31108
H -0.24708 3.31011 -4.48258
H -0.68358 4.58671 -2.38048
H -0.60898 3.38331 -0.20798
N 0.24722 1.38361 3.65542
C 0.06282 1.27531 2.52832
H 0.40242 1.49831 4.64862

=====

No. 2
46
Properties=species:S:1:pos:R:3 method="wB97M-V/def2-TZVPD" total_energy_ev=-165965.750 total_charge=-1 molar_mass_g_mol=698.563 e_above_lowest_ev=0.346 max_force_ev_per_a=1.87
Pd -1.82889 1.68601 -0.24050
I -2.42060 1.49783 2.46365
C -2.95142 -0.44820 2.04111
C -3.40471 -1.23675 3.06127
C -3.79796 -2.56913 2.80287
C -3.72794 -3.06459 1.53739
C -3.26104 -2.26557 0.46197
C -3.20141 -2.79920 -0.84896
C -2.76497 -2.02475 -1.88176
C -2.35120 -0.69314 -1.65802
C -2.38618 -0.12751 -0.40697
C -2.85536 -0.92195 0.69519
H -3.46872 -0.84357 4.06744
H -4.16122 -3.18457 3.61682
H -4.03533 -4.08289 1.32520
H -3.52027 -3.82273 -1.01092
H -2.72833 -2.43065 -2.88638
H -2.01715 -0.08455 -2.49039
O -1.33063 2.76784 -2.65025
Se -2.02643 3.89596 -1.67472
O -3.48359 3.28646 -1.14399
O -1.11783 3.73152 -0.21889
O -2.05799 5.40911 -2.26309
C 1.62010 2.62384 -1.37364
As 0.59773 1.21985 -0.54151
C 1.08866 -0.28861 -1.65513
C 1.63587 0.90103 1.10554
C 2.96369 0.24774 0.89224
C 3.08041 -1.14182 0.90607
C 4.29624 -1.76209 0.66115
C 5.42876 -1.00279 0.39573
C 5.32729 0.38137 0.38548
C 4.10917 0.99899 0.63352
H 2.65736 2.30542 -1.47989
H 1.53055 3.52638 -0.77338
H 1.15351 2.80969 -2.33934
H 2.17072 -0.39543 -1.72205
H 0.67346 -0.08859 -2.64289
H 0.64282 -1.20378 -1.26781
H 0.99442 0.30979 1.75890
H 1.74703 1.88596 1.56135
H 2.19965 -1.74276 1.10577
H 4.35780 -2.84341 0.67608
H 6.37896 -1.48489 0.20300
H 6.20191 0.98793 0.18540
H 4.04308 2.08121 0.62733

=====

No. 3
65
Properties=species:S:1:pos:R:3 method="wB97M-V/def2-TZVPD" multiplicity=4 total_energy_ev=-399519.279 total_charge=-1 molar_mass_g_mol=1028.199 e_above_lowest_ev=0.526 max_force_ev_per_a=0.73
Cr -0.12714 0.12545 -0.11067
C -3.24822 0.68191 1.31350
Si -1.85079 0.41424 2.53329
C -1.89128 1.91744 3.66283
C -2.34464 -1.14686 3.45668
N -0.23215 0.33174 1.83947
C 0.88209 0.33353 2.65878
C 0.86817 -0.00008 4.02492
C 2.00819 0.02236 4.81435
C 3.23714 0.37711 4.28387
C 3.29453 0.73365 2.94271
C 2.14747 0.71770 2.18657
F 2.24318 1.13723 0.89396
H -4.08192 1.08422 1.89627
H -3.58285 -0.24328 0.84873
H -3.01500 1.39739 0.52862
H -2.80361 1.93857 4.26242
H -1.88215 2.81034 3.03325
H -1.03748 1.97375 4.33725
H -3.38302 -1.06456 3.78627
H -1.73528 -1.38600 4.32548
H -2.28006 -1.98851 2.76472
H -0.06344 -0.29572 4.47779
H 1.92682 -0.25444 5.85783
H 4.13024 0.38223 4.89230
H 4.21774 1.03567 2.46692
Br 5.06900 0.57597 -4.56768
C 3.86300 -0.04542 -3.25379
C 3.96110 -1.33373 -2.74317
Br 5.31184 -2.50560 -3.35191
C 3.05250 -1.77864 -1.77564
Br 3.09115 -3.51970 -1.05441
C 2.05128 -0.93735 -1.31790
O 1.13169 -1.27411 -0.43623
C 1.95453 0.36428 -1.84083
O 0.93486 1.07886 -1.38482
C 2.84953 0.80234 -2.79412
Br 2.58517 2.55240 -3.46367
C 0.40502 4.39154 0.21990
O -0.37145 4.12954 -0.96041
C -0.90808 2.91188 -1.00082
O -0.92871 2.16832 -0.02775
N -1.47293 2.63520 -2.19095
N -1.86309 1.30594 -2.38419
H 0.82834 5.37984 0.06840
H 1.18936 3.64271 0.31819
H -0.22921 4.37364 1.10417
H -1.13136 3.17765 -2.97498
H -1.18361 0.81676 -2.95681
H -2.77219 1.25640 -2.82465
F -0.98770 -4.60384 -1.64689
C -1.35335 -3.96583 -0.54228
F -0.32760 -3.91317 0.28595
F -2.33592 -4.65133 0.04767
S -1.97572 -2.24962 -0.95119
O -1.47717 -1.47896 0.20367
O -3.39568 -2.35585 -1.07384
N -1.20519 -1.77415 -2.22009
S -1.74986 -2.10118 -3.69525
O -2.24752 -0.92110 -4.34531
O -2.48499 -3.32368 -3.80667
C -0.11846 -2.40984 -4.49380
F 0.64836 -1.32439 -4.45226
F -0.33321 -2.71854 -5.77747
F 0.52973 -3.41228 -3.91631

=====

No. 4
57
Properties=species:S:1:pos:R:3 method="wB97M-V/def2-TZVPD" multiplicity=2 total_energy_ev=-92943.642 total_charge=-1 molar_mass_g_mol=692.119 e_above_lowest_ev=2.671 max_force_ev_per_a=1.03
Ru -1.16227 -0.89524 0.15099
N -3.76047 -0.96799 3.48740
C -3.16433 -1.17341 2.31415
S -1.35615 -1.26401 2.40527
N -3.86565 -1.27565 1.21828
N -3.06353 -1.22449 0.12054
C -3.64653 -1.30627 -1.03876
C -2.78843 -1.21688 -2.19241
C -3.22621 -1.38894 -3.50831
C -2.31164 -1.33380 -4.53610
C -0.96402 -1.12448 -4.24135
C -0.59540 -0.96105 -2.92171
N -1.48553 -0.97654 -1.92376
H -3.17035 -0.88687 4.30000
H -4.76016 -1.01665 3.56210
H -4.71473 -1.46576 -1.09184
H -4.27519 -1.57806 -3.69566
H -2.63369 -1.46763 -5.56100
H -0.21362 -1.09983 -5.01882
H 0.43310 -0.80939 -2.61375
O 1.03421 -0.01234 -0.35969
S 2.24360 -0.74084 0.16784
O 1.97267 -1.36077 1.44016
O 2.89800 -1.54756 -0.83612
C 3.39001 0.60999 0.49309
C 4.60982 0.62026 -0.17288
C 5.52974 1.62810 0.07213
C 5.24648 2.62810 0.99249
C 4.03730 2.62044 1.66768
C 3.10936 1.62407 1.40379
S 1.56919 1.66416 2.34989
O 1.05137 3.09040 1.62863
O 1.98997 2.07971 3.68769
O -1.06084 -0.24076 3.51621
H 4.81274 -0.18014 -0.87089
H 6.47921 1.62641 -0.44948
H 5.97258 3.40712 1.19048
H 3.79793 3.36701 2.41452
Cl -0.99302 -6.63087 0.86913
C -0.19693 -5.07405 0.50432
C -1.14949 -3.87303 0.43245
O -2.29741 -3.94339 0.83684
O -0.51664 -2.85716 -0.02902
H 0.32655 -5.17956 -0.44086
H 0.53316 -4.88101 1.28686
C 0.58397 3.95011 -1.08948
N -0.31639 3.12904 -0.31180
C -0.30406 3.14128 1.13894
C -1.12552 1.92338 1.41705
N -1.30090 1.22406 0.27258
C -0.82274 1.94980 -0.72035
H 0.43323 5.00144 -0.84284
H 0.37444 3.80352 -2.14768
H 1.62388 3.68515 -0.88906
H -0.69846 4.08424 1.52427
H -1.32274 1.47207 2.38525
H -0.78951 1.62452 -1.74738

=====

No. 5
44
Properties=species:S:1:pos:R:3 method="wB97M-V/def2-TZVPD" total_energy_ev=-42211.832 total_charge=-1 molar_mass_g_mol=360.817 max_force_ev_per_a=3.81
C -5.37626 0.87347 2.41457
C -3.93794 1.31093 2.36188
O -3.13680 0.12129 2.56110
C -1.80352 0.41038 2.60105
C -0.97572 -0.77710 2.61055
C 0.41918 -0.72091 2.76939
C 1.11156 0.52586 2.89876
C 2.49566 0.58525 2.92394
Cl 3.26666 2.11567 2.95598
C 3.26370 -0.59033 2.89820
C 2.60559 -1.83376 2.88280
C 1.21760 -1.91101 2.83943
O -1.44052 1.59762 2.60233
H -6.02726 1.66075 2.02021
H -5.53821 -0.04371 1.83496
H -5.68165 0.69724 3.45481
H -3.68637 1.72291 1.37722
H -3.72353 2.06334 3.13179
H -1.50269 -1.72544 2.64574
H 0.52617 1.43155 2.95256
H 4.34994 -0.50949 2.89794
H 3.21010 -2.74523 2.89505
H 0.71130 -2.88310 2.87392
C 2.49116 -2.08937 -4.06916
C 1.38028 -2.31697 -3.08400
C 1.51524 -3.28260 -2.07160
C 0.52423 -3.45239 -1.11309
C -0.65646 -2.64854 -1.12669
C -1.70097 -2.80932 -0.12388
C -2.93434 -2.21430 -0.17525
N -3.87582 -2.56772 0.79362
O -5.05792 -2.13937 0.80484
O -3.45243 -3.42100 1.62861
C -0.79866 -1.71945 -2.19009
C 0.20158 -1.55630 -3.14121
H 2.22156 -1.29573 -4.77489
H 3.42015 -1.79953 -3.55865
H 2.71731 -3.00027 -4.63877
H 2.42508 -3.89346 -2.04148
H 0.60255 -4.24180 -0.35930
H -1.49963 -3.51364 0.68568
H -3.29670 -1.55739 -0.96868
H -1.73456 -1.15556 -2.27917
H 0.08676 -0.81656 -3.94113